{"formula": "C15H42F36N3O3P6", "method": "wB97M-V/def2-TZVPD", "charge": -3, "multiplicity": 1, "homo_energy_ev": -1.673, "homo_lumo_gap_ev": 4.82, "elements": ["C", "N", "C", "C", "C", "C", "O", "H", "H", "H", "H", "H", "H", "H", "H", "H", "H", "H", "H", "H", "H", "C", "N", "C", "C", "C", "C", "O", "H", "H", "H", "H", "H", "H", "H", "H", "H", "H", "H", "H", "H", "H", "C", "N", "C", "C", "C", "C", "O", "H", "H", "H", "H", "H", "H", "H", "H", "H", "H", "H", "H", "H", "H", "P", "F", "F", "F", "F", "F", "F", "P", "F", "F", "F", "F", "F", "F", "P", "F", "F", "F", "F", "F", "F", "P", "F", "F", "F", "F", "F", "F", "P", "F", "F", "F", "F", "F", "F", "P", "F", "F", "F", "F", "F", "F"], "coordinates": [[-11.269, -1.124, -23.304], [-12.028, -2.432, -23.262], [-13.484, -2.121, -23.280], [-11.657, -3.283, -24.471], [-11.563, -3.280, -22.075], [-12.300, -4.610, -21.851], [-11.780, -5.684, -22.587], [-11.686, -0.538, -24.114], [-10.203, -1.338, -23.346], [-11.443, -0.743, -22.297], [-13.899, -1.983, -22.287], [-14.007, -2.943, -23.768], [-13.646, -1.279, -23.949], [-12.298, -4.160, -24.482], [-10.611, -3.567, -24.411], [-11.896, -2.674, -25.344], [-11.659, -2.695, -21.158], [-10.493, -3.395, -22.252], [-13.378, -4.418, -21.863], [-12.115, -4.846, -20.794], [-10.821, -5.674, -22.401], [-8.050, -0.046, -18.095], [-8.338, 0.760, -19.382], [-9.551, 0.154, -20.000], [-8.683, 2.187, -19.010], [-7.246, 0.697, -20.438], [-5.880, 1.153, -19.991], [-5.909, 2.531, -19.659], [-7.576, -0.970, -18.435], [-8.981, -0.101, -17.544], [-7.296, 0.521, -17.553], [-10.399, 0.170, -19.318], [-9.295, -0.868, -20.287], [-9.867, 0.717, -20.882], [-7.882, 2.662, -18.453], [-9.498, 2.082, -18.295], [-8.890, 2.691, -19.949], [-7.634, 1.387, -21.190], [-7.198, -0.346, -20.753], [-5.191, 0.937, -20.815], [-5.469, 0.549, -19.174], [-5.014, 2.875, -19.626], [-4.641, -4.331, -23.059], [-5.552, -5.226, -23.934], [-5.111, -6.665, -24.003], [-6.897, -5.228, -23.240], [-5.551, -4.548, -25.294], [-6.121, -5.446, -26.384], [-7.485, -5.759, -26.132], [-4.461, -4.802, -22.092], [-5.149, -3.374, -23.028], [-3.717, -4.268, -23.633], [-4.991, -6.938, -22.951], [-4.105, -6.670, -24.426], [-5.864, -7.243, -24.526], [-6.735, -5.590, -22.223], [-7.550, -5.877, -23.811], [-7.123, -4.169, -23.135], [-4.476, -4.610, -25.504], [-5.744, -3.482, -25.349], [-5.498, -6.314, -26.597], [-6.194, -4.822, -27.289], [-7.704, -6.568, -26.604], [-4.729, -8.363, -19.197], [-4.711, -8.272, -20.869], [-6.074, -7.401, -19.251], [-5.613, -9.712, -19.299], [-4.821, -8.322, -17.581], [-3.373, -9.256, -19.113], [-3.872, -7.010, -19.212], [-8.333, -4.243, -20.055], [-6.775, -4.592, -20.318], [-8.107, -2.810, -20.891], [-8.867, -5.011, -21.395], [-9.911, -3.850, -19.823], [-8.404, -5.598, -19.197], [-7.976, -3.474, -18.717], [-6.297, -2.060, -14.911], [-5.576, -1.576, -13.535], [-7.780, -2.024, -14.226], [-6.439, -0.498, -15.397], [-6.950, -2.514, -16.352], [-4.859, -2.139, -15.670], [-6.209, -3.617, -14.599], [-8.654, -6.389, -15.604], [-7.280, -6.248, -14.720], [-9.356, -5.743, -14.262], [-8.345, -4.936, -16.241], [-10.035, -6.516, -16.391], [-7.693, -6.928, -16.823], [-8.779, -7.966, -15.173], [-9.146, -8.600, -23.284], [-8.287, -8.184, -22.018], [-8.829, -10.149, -23.010], [-10.472, -8.671, -22.295], [-10.117, -8.957, -24.519], [-9.416, -7.029, -23.578], [-7.849, -8.600, -24.309], [-3.696, -2.471, -19.658], [-3.919, -3.992, -20.270], [-4.256, -1.767, -21.034], [-5.235, -2.538, -19.211], [-3.489, -1.079, -18.851], [-3.082, -3.195, -18.352], [-2.216, -2.387, -20.367]]}



{"formula": "C4H9N2", "method": "wB97M-V/def2-TZVPD", "charge": 1, "multiplicity": 1, "homo_energy_ev": -13.908, "homo_lumo_gap_ev": 9.42, "smiles": "C=NC/C=[NH+]\\C", "relative_energy_kcal_mol": 80.8, "elements": ["C", "N", "C", "C", "N", "C", "H", "H", "H", "H", "H", "H", "H", "H", "H"], "coordinates": [[-2.427, 0.410, 0.357], [-1.225, 0.303, -0.095], [-0.622, -0.996, -0.247], [0.804, -1.126, 0.114], [1.599, -0.179, 0.251], [1.372, 1.174, -0.189], [-2.790, 1.404, 0.379], [-3.156, -0.359, 0.196], [-0.608, -0.955, -1.333], [-1.283, -1.702, 0.253], [1.084, -2.130, 0.283], [2.573, -0.287, 0.771], [2.128, 1.411, -0.941], [0.522, 0.997, -0.812], [1.400, 1.722, 0.758]]}



{"formula": "C2H6Cl2OSi", "method": "wB97M-V/def2-TZVPD", "multiplicity": 1, "homo_energy_ev": -9.877, "homo_lumo_gap_ev": 10.35, "smiles": "C[Si@H](O)C(Cl)Cl", "relative_energy_kcal_mol": 85.5, "elements": ["C", "Si", "O", "C", "Cl", "Cl", "H", "H", "H", "H", "H", "H"], "coordinates": [[-0.564, 1.121, -1.087], [-0.302, 0.216, 0.569], [0.409, 0.964, 1.745], [0.588, -1.709, 0.332], [-0.375, -2.921, -0.705], [2.065, -1.307, -0.647], [-1.009, 0.400, -1.778], [-1.143, 2.049, -0.915], [0.265, 1.328, -1.683], [-1.719, 0.120, 1.174], [0.843, 1.792, 1.727], [0.943, -2.054, 1.268]]}



{"formula": "C10H14O3", "method": "wB97M-V/def2-TZVPD", "multiplicity": 1, "homo_energy_ev": -8.238, "homo_lumo_gap_ev": 4.96, "relative_energy_kcal_mol": 326.9, "elements": ["C", "C", "C", "C", "C", "C", "C", "C", "C", "C", "H", "H", "H", "H", "H", "H", "H", "H", "H", "H", "H", "H", "H", "H", "O", "O", "O"], "coordinates": [[0.717, 2.301, 0.407], [1.611, 2.008, -0.846], [1.039, 1.406, -2.136], [0.912, -0.223, -1.519], [-0.062, -0.504, -0.451], [-1.334, -0.337, -0.840], [-2.287, -0.903, -0.054], [-1.978, -1.548, 1.180], [-0.626, -1.414, 1.613], [0.310, -1.035, 0.783], [0.374, 1.304, 0.906], [-0.359, 2.653, 0.354], [1.283, 2.888, 1.025], [2.653, 1.193, -0.691], [2.124, 3.158, -1.106], [1.900, 1.237, -2.979], [0.139, 2.137, -2.445], [1.903, -0.290, -1.216], [0.548, -0.869, -2.342], [-1.437, -0.162, -1.914], [-3.174, -1.063, -0.409], [-3.701, -0.734, 2.241], [-0.962, -3.486, 2.770], [1.660, -2.041, 1.828], [-2.693, -2.461, 2.092], [-0.280, -1.858, 2.730], [1.718, -1.358, 1.020]]}



Number 1: E_tot -180442.4727 eV, LUMO level 3.15 eV. Number 2: E_tot -7264.6369 eV, LUMO level -4.49 eV. Number 3: E_tot -37141.8008 eV, LUMO level 0.47 eV. Number 4: E_tot -16725.0349 eV, LUMO level -3.28 eV.